(w)
Here is one molecule with the formula C5H11NO3S from the OMol25 dataset. Energies are from the ωB97M-V functional and the def2-TZVPD basis.

Positions of all 21 atoms, in Å:
H 0.770 -2.839 1.216
O 2.256 1.036 -1.173
H 0.297 -1.350 -1.415
C -0.483 0.963 -0.295
C -0.373 2.309 0.416
H -2.142 0.144 0.797
N 0.431 0.062 0.365
H -0.860 -2.274 0.808
S 2.058 0.271 0.012
H -0.047 -3.450 -0.236
O 2.078 -1.337 -0.364
H -2.607 1.102 -0.621
O 2.870 0.541 1.140
C 0.100 -2.581 0.402
H -0.559 2.195 1.481
H -0.174 1.106 -1.343
H -1.954 -0.525 -0.827
H 0.632 2.696 0.273
H -1.093 3.011 0.000
C -1.891 0.383 -0.233
C 0.692 -1.463 -0.405

The LUMO energy comes out at 0.79 eV. Its gap between HOMO and LUMO is 11.2 eV. As for the spin multiplicity: 1.



(x)
Here is a 2-piece molecular cluster, C5H11NO3S overall from the OMol25 dataset. Energies are from the ωB97M-V functional and the def2-TZVPD basis.

Positions of all 21 atoms, in Å:
H 0.367 -2.537 -1.582
H 1.682 1.044 1.254
H -0.191 0.053 -0.988
O -3.349 1.553 -0.036
O -1.412 -0.447 2.297
C 1.509 -1.089 -0.517
H 2.036 1.475 -0.268
C 1.090 1.195 0.214
H -0.355 2.678 -0.463
H 0.096 -2.550 0.044
C -1.495 -0.248 1.174
H -0.850 1.795 0.871
C 0.018 2.213 0.405
C 0.833 -2.461 -0.663
O -3.248 -0.681 -0.981
H 0.406 3.130 0.902
H 1.958 -1.127 0.521
S -3.357 0.159 0.171
N 0.519 -0.066 -0.251
H 2.121 -0.903 -1.324
H 1.622 -3.186 -0.779

The LUMO energy (spin up / spin down) comes out at -0.64 / -0.64 eV. Its gap between HOMO and LUMO (spin up / spin down) is 8.3 / 8.3 eV. As for the spin multiplicity: 1. Its SMILES is O=C=S(=O)=O.CCNCC.



It comes down to (w), which is 1.582 eV more stable than the next structure.



(w)
Here is one molecule with the formula C2H7N3S from the OMol25 dataset. Energies are from the ωB97M-V functional and the def2-TZVPD basis.

Positions of all 13 atoms, in Å:
H -0.887 -0.432 -2.050
C 0.356 0.683 0.740
N 1.257 0.654 1.673
H -1.108 1.624 -0.133
H 1.423 -2.293 -0.175
N 0.325 -0.181 -0.373
H 2.025 -0.038 1.389
N -0.764 1.507 0.785
H -1.860 -0.270 -0.485
C -0.923 -0.713 -0.926
H -0.380 2.409 1.184
S 1.629 -1.130 -0.882
H -1.092 -1.820 -0.747

The LUMO energy comes out at 0.67 eV. Its gap between HOMO and LUMO is 9.7 eV. As for the spin multiplicity: 1. Its SMILES is [H]/N=C(/N)N(C)S.



(x)
Here is one molecule with the formula C2H7N3S from the OMol25 dataset. Energies are from the ωB97M-V functional and the def2-TZVPD basis.

Positions of all 13 atoms, in Å:
H 1.880 -2.080 -0.023
H 0.297 2.483 -0.151
N 0.286 -0.692 -0.032
N -1.517 0.812 -0.266
S -2.620 -0.436 -0.113
N 0.735 1.576 0.029
H 2.171 -0.633 -1.024
C 1.726 -0.992 -0.086
H -1.877 1.678 0.107
C -0.084 0.605 -0.100
H -0.433 -1.379 -0.270
H 2.211 -0.472 0.705
H -2.775 -0.470 1.223

The LUMO energy comes out at 0.76 eV. Its gap between HOMO and LUMO is 9.6 eV. As for the spin multiplicity: 1. Its SMILES is [H]/N=C(/NC)NS.



It comes down to (x), which is 0.556 eV more stable than the next structure.



(w)
Here is an isolated ion of composition C6H17N3 and charge +2 from the OMol25 dataset. Energies are from the ωB97M-V functional and the def2-TZVPD basis.

Positions of all 26 atoms, in Å:
H -0.514 -1.963 0.715
C -1.452 -1.369 0.863
H -2.192 -1.387 0.025
H 3.516 1.458 -1.741
C 0.532 0.013 -1.252
C -0.801 0.598 -0.311
H -1.809 -1.965 1.713
N 1.661 0.701 -1.179
H -2.701 1.022 1.033
H 0.432 0.938 2.202
N -0.914 -0.017 1.025
H -2.306 0.073 2.512
H 1.155 -1.211 -2.706
C 2.897 0.551 -1.929
C 0.161 -0.100 1.939
H -1.713 0.378 -0.905
N 0.341 -1.000 -2.142
H 2.625 0.434 -3.049
H 3.441 -0.335 -1.690
H 0.000 -0.621 2.805
H -0.759 1.626 -0.307
H -0.535 -1.143 -2.596
H 1.781 1.481 -0.553
H -1.762 1.644 2.258
C -2.020 0.780 1.765
H 0.938 -0.586 1.506

The LUMO energy comes out at -7.66 eV. Its gap between HOMO and LUMO is 11.3 eV. As for the spin multiplicity: 1. Its SMILES is C/[NH+]=C(\N)C[N+](C)(C)C. Its total charge is +2.



(x)
Here is a 2-piece molecular cluster, C6H17N3 overall from the OMol25 dataset. Energies are from the ωB97M-V functional and the def2-TZVPD basis.

Positions of all 26 atoms, in Å:
H 0.892 -1.855 -2.914
H 2.396 1.500 0.754
H -1.692 1.193 0.913
H 0.916 3.011 -0.511
H 0.242 0.602 3.400
N 1.743 0.798 0.962
H -0.976 -2.936 -2.735
C 0.021 -1.075 -1.148
H -2.451 -3.015 -1.940
C -1.375 -2.988 -1.714
H -1.372 1.439 3.424
C 0.367 2.077 -0.677
H -1.109 -4.028 -1.306
H 1.731 0.810 1.980
C -0.424 1.370 2.824
H -1.470 -1.683 -0.115
H -0.726 -0.191 1.495
N 0.779 -1.072 -2.210
C 0.397 1.143 0.453
H 1.859 -0.199 0.748
C -0.760 0.825 1.281
H 0.099 2.381 2.743
H 1.395 -0.304 -2.404
H 1.084 1.640 -1.403
N -0.986 -1.860 -0.922
H -0.580 2.418 -0.978

The LUMO energy (spin up / spin down) comes out at -9.88 / -9.15 eV. Its gap between HOMO and LUMO (spin up / spin down) is 6.7 / 8.4 eV. As for the spin multiplicity: 1. Its total charge is +2.



It comes down to (w), which is 2.238 eV more stable than the next structure.



(w)
Here is a 2-piece molecular cluster, H3INP overall from the OMol25 dataset. Energies are from the ωB97M-V functional and the def2-TZVPD basis.

Positions of all 6 atoms, in Å:
H 0.935 0.951 0.948
N 2.418 -0.123 -0.516
H -5.864 0.257 0.752
I -4.490 0.142 -0.017
P 2.312 0.441 0.922
H 1.827 -0.185 -1.328

The LUMO energy comes out at -0.30 eV. Its gap between HOMO and LUMO is 9.1 eV. As for the spin multiplicity: 1. Its SMILES is [H]/N=P\[H].I.



(x)
Here is a 2-piece molecular cluster, H3INP overall from the OMol25 dataset. Energies are from the ωB97M-V functional and the def2-TZVPD basis.

Positions of all 6 atoms, in Å:
H -0.001 -0.285 0.267
P 1.997 -0.644 -0.341
H -2.016 1.315 0.185
N 0.731 -0.919 0.454
I -2.626 -0.112 0.382
H 1.915 0.646 -0.947

The LUMO energy comes out at -0.22 eV. Its gap between HOMO and LUMO is 9.4 eV. As for the spin multiplicity: 1. Its SMILES is [H]/N=P\[H].I.



It comes down to (w), which is 0.090 eV more stable than the next structure.



(w)
Here is CH3N2OS as an isolated structure from the OMol25 dataset. Energies are from the ωB97M-V functional and the def2-TZVPD basis.

Positions of all 8 atoms, in Å:
S 0.856 -1.350 -2.229
N -0.615 -0.499 -0.320
H -0.765 1.436 0.218
C -0.650 0.480 0.753
N 0.458 -0.704 -0.905
O 1.833 0.134 -0.254
H -1.413 0.137 1.520
H 0.295 0.366 1.217

The LUMO energy (spin up / spin down) comes out at 4.17 / 4.17 eV. Its gap between HOMO and LUMO (spin up / spin down) is 7.3 / 7.3 eV. As for the spin multiplicity: 1. Its total charge is -1.



(x)
Here is CH3N2OS as an isolated structure from the OMol25 dataset. Energies are from the ωB97M-V functional and the def2-TZVPD basis.

Positions of all 8 atoms, in Å:
H 1.620 -1.087 0.562
O -0.861 1.441 -0.141
H 1.267 -0.014 -1.024
C 1.145 -0.198 0.049
S -3.271 -0.586 0.046
N -1.062 0.237 -0.010
H 1.353 0.847 0.389
N -0.190 -0.639 0.128

The LUMO energy (spin up / spin down) comes out at 3.73 / 3.73 eV. Its gap between HOMO and LUMO (spin up / spin down) is 7.3 / 7.3 eV. As for the spin multiplicity: 1. Its total charge is -1.



It comes down to (x), which is 0.842 eV more stable than the next structure.



(w)
Here is a 2-piece molecular cluster, C2H10N4 overall from the OMol25 dataset. Energies are from the ωB97M-V functional and the def2-TZVPD basis.

Positions of all 16 atoms, in Å:
H 0.710 -1.850 2.059
H 1.481 0.228 -0.567
H -1.258 0.867 -1.832
C -0.179 -0.580 0.749
N 0.010 0.129 -0.304
H -1.938 -0.651 -1.239
H -0.953 -0.378 1.502
N 0.701 -1.562 1.092
H 3.088 0.097 -1.321
H 2.961 1.141 -0.097
H 1.625 -1.429 0.683
N -2.465 1.041 -0.171
H -2.082 1.915 0.173
H -2.869 0.521 0.596
N 2.687 0.206 -0.396
C -1.520 0.306 -0.929

The LUMO energy comes out at 0.85 eV. Its gap between HOMO and LUMO is 9.4 eV. As for the spin multiplicity: 1. Its SMILES is N/C=N/CN.N.



(x)
Here is a 2-piece molecular cluster, C2H10N4 overall from the OMol25 dataset. Energies are from the ωB97M-V functional and the def2-TZVPD basis.

Positions of all 16 atoms, in Å:
C -1.538 -1.584 0.632
H -0.521 -1.214 0.026
N 1.402 0.192 -1.180
H 1.958 -0.032 1.367
H 1.727 1.558 0.986
H -1.995 -2.492 0.231
H -0.578 0.906 -2.132
H -1.043 -1.850 1.572
H -2.377 -0.915 0.833
H 1.776 1.110 -1.413
H -1.058 1.417 0.672
N -1.148 1.351 -1.405
C -0.652 1.026 -0.268
N 0.589 0.274 -0.046
N 1.260 0.664 1.117
H 2.199 -0.409 -0.993

The LUMO energy comes out at 0.67 eV. Its gap between HOMO and LUMO is 9.9 eV. As for the spin multiplicity: 1. Its SMILES is [H]/N=C\N(N)N.C.



(y)
Here is a 2-piece molecular cluster, C2H10N4 overall from the OMol25 dataset. Energies are from the ωB97M-V functional and the def2-TZVPD basis.

Positions of all 16 atoms, in Å:
H -2.055 -1.043 0.984
N 0.570 0.114 0.428
N -1.683 -1.191 0.042
N -1.224 -0.045 -0.420
H 2.308 1.130 0.254
H 1.253 -1.972 0.704
H -1.816 1.078 1.033
H -1.856 1.777 -0.479
N -2.028 0.953 0.057
C 1.240 -1.117 -0.052
C 1.274 1.283 -0.113
H 0.867 2.206 0.249
H 0.729 -1.407 -0.964
H 2.267 -1.060 -0.450
H 1.154 1.249 -1.197
H -1.002 -1.956 -0.077

The LUMO energy (spin up / spin down) comes out at 1.13 / 1.12 eV. Its gap between HOMO and LUMO (spin up / spin down) is 8.6 / 8.6 eV. As for the spin multiplicity: 1.



(z)
Here is C2H10N4 as an isolated structure from the OMol25 dataset. Energies are from the ωB97M-V functional and the def2-TZVPD basis.

Positions of all 16 atoms, in Å:
N -0.967 1.337 0.747
H 1.420 -0.857 1.703
H -1.129 0.854 1.629
H -2.146 2.117 -0.658
C 0.086 -0.707 0.183
H -2.559 0.560 -0.304
H 2.530 -0.840 -0.991
C 0.464 0.547 -0.336
N 0.542 -1.202 1.349
H 1.298 1.087 0.085
H 0.029 0.883 -1.263
N -2.216 1.438 0.091
H -0.752 -1.226 -0.262
N 1.575 -1.051 -1.277
H 0.348 -2.168 1.558
H 1.477 -0.773 -2.253

The LUMO energy comes out at 0.80 eV. Its gap between HOMO and LUMO is 7.4 eV. As for the spin multiplicity: 1.



It comes down to (w), which is 1.465 eV more stable than the next structure.



(w)
Here is C6H8S as an isolated structure from the OMol25 dataset. Energies are from the ωB97M-V functional and the def2-TZVPD basis.

Positions of all 15 atoms, in Å:
H -0.810 0.077 1.966
H 1.688 1.401 0.765
C 0.086 -0.375 1.347
H 0.680 -1.044 2.067
C -0.189 -1.051 -0.047
H -0.541 -2.101 -0.239
H 0.426 1.637 -1.520
C -1.182 -0.132 -0.502
C -0.177 1.175 -0.597
H -2.128 -0.060 0.121
C 1.167 -0.512 -0.585
C 0.936 0.615 0.295
S 2.245 -1.068 -1.695
H -1.577 -0.276 -1.584
H -0.623 1.715 0.208

The LUMO energy comes out at 0.20 eV. Its gap between HOMO and LUMO is 8.7 eV. As for the spin multiplicity: 1.



(x)
Here is one molecule with the formula C6H8S from the OMol25 dataset. Energies are from the ωB97M-V functional and the def2-TZVPD basis.

Positions of all 15 atoms, in Å:
H 2.165 -1.896 -0.812
C -0.723 1.623 -0.251
H -1.562 1.952 0.348
H -2.332 -1.153 -1.202
C -0.300 0.194 0.058
C 1.466 -1.215 -0.404
C 0.289 -0.132 1.384
H 2.056 -1.405 1.721
H -0.047 0.433 2.227
H -1.058 1.699 -1.222
H 0.144 2.287 -0.135
H 0.199 -0.145 -1.924
C 1.360 -0.955 1.060
S -2.129 -0.791 0.121
C 0.474 -0.495 -0.970

The LUMO energy comes out at -0.02 eV. Its gap between HOMO and LUMO is 8.7 eV. As for the spin multiplicity: 1. Its SMILES is CC1(S)C=CC=C1.



(y)
Here is one molecule with the formula C6H8S from the OMol25 dataset. Energies are from the ωB97M-V functional and the def2-TZVPD basis.

Positions of all 15 atoms, in Å:
H 0.903 -0.230 -1.537
C 0.934 -0.356 -0.411
C 2.161 0.280 0.210
H -2.457 1.340 -0.609
C 0.813 0.765 0.411
S -0.268 -1.541 -0.112
H 0.570 0.449 1.356
H 2.997 -0.221 0.962
C -1.445 1.249 -0.026
H -0.161 2.711 -0.840
C -0.214 1.698 -0.225
C -1.561 -0.137 0.382
H -2.353 -0.620 -0.326
H 2.768 0.644 -0.608
H -2.108 -0.403 1.334

The LUMO energy comes out at 0.97 eV. Its gap between HOMO and LUMO is 9.1 eV. As for the spin multiplicity: 1. Its SMILES is C1=C[C@@H]2C[C@H]2SC1.



It comes down to (x), which is 2.078 eV more stable than the next structure.